DFT (ωB97M-V with the def2-TZVPD basis set) results for C28H31N6O2PdSSe2 as an isolated structure.

**Total charge**: +1
**E**: -187572.884 eV
**HOMO (alpha / beta)**: -0.365 / -0.365 Ha
**Multiplicity**: 1
**Lowest unoccupied orbital energy (alpha / beta)**: -4.3 / -4.3 eV
**Orbital gap (alpha / beta)**: 0.2063 / 0.2073 Eh

The geometry in XYZ format:
```
71
Properties=species:S:1:pos:R:3:forces:R:3
Pd -0.321544 -0.042456 -1.625738 -0.2 -0.3 -0.1
O 2.441746 1.427734 4.112729 0.1 0.1 0.0
C 1.464939 2.348829 3.674692 0.0 0.0 0.0
C 0.071753 2.089740 4.271746 0.0 0.0 0.0
C 0.016104 2.630649 5.712594 0.0 0.0 0.0
O 1.076393 2.159333 6.534762 0.0 0.0 -0.1
C -0.976922 2.859481 3.471333 0.0 0.1 0.0
Se -1.402847 1.983601 1.758084 0.1 -0.1 0.1
C -0.286766 0.607212 4.257668 0.1 0.0 0.0
Se -0.336009 -0.029654 2.420466 -0.1 0.1 -0.1
H 2.611389 1.620289 5.042827 0.0 0.0 0.0
H 1.426544 2.268838 2.587378 0.0 0.0 0.0
H 1.752852 3.378391 3.922039 0.0 0.0 0.0
H -0.956097 2.403736 6.162961 0.0 0.0 0.0
H 0.121743 3.716826 5.689651 0.0 0.0 0.0
H 0.849989 1.291619 6.882205 0.0 0.0 0.0
H -0.632030 3.870287 3.250354 0.0 0.0 0.0
H -1.909534 2.924419 4.030384 0.0 0.0 0.0
H -1.249975 0.433814 4.737360 0.0 0.0 0.0
H 0.488572 0.011358 4.740142 0.0 0.0 0.0
C 0.045065 -4.925701 0.861898 0.0 0.0 0.0
C -0.564693 -3.704547 1.113726 0.0 0.0 0.0
C -0.654943 -2.760141 0.106463 0.0 -0.1 0.0
C -0.151104 -3.060356 -1.148307 -0.1 0.0 0.0
C 0.449813 -4.284538 -1.422367 0.0 0.0 0.1
C 0.549123 -5.212386 -0.401024 0.0 0.0 -0.1
N -0.251789 -2.052729 -2.160060 0.3 0.1 0.0
N -0.211699 -2.449852 -3.326722 -0.2 0.0 -0.1
C -0.286210 -1.479288 -4.369448 0.1 -0.1 0.2
C -0.377580 -1.956846 -5.666496 0.0 0.1 0.1
C -0.436028 -1.016388 -6.682635 0.0 0.0 -0.1
C -0.403639 0.331635 -6.361040 0.0 0.0 -0.1
C -0.320608 0.699474 -5.026470 0.0 -0.1 0.1
N -0.260242 -0.197582 -4.048654 -0.1 0.3 -0.4
H 0.136061 -5.656043 1.654756 0.0 0.0 0.0
H -0.961114 -3.475845 2.093885 0.0 0.0 0.0
H -1.119187 -1.801607 0.296330 0.0 0.0 0.0
H 0.848436 -4.490318 -2.404651 0.0 0.0 0.0
H 1.031755 -6.162047 -0.588184 0.0 0.0 0.0
H -0.400566 -3.020271 -5.854036 0.0 0.0 0.0
H -0.499809 -1.333891 -7.714495 0.0 0.0 0.0
H -0.438816 1.091863 -7.128489 0.0 0.0 0.0
H -0.298546 1.740897 -4.726781 0.0 0.0 0.0
C -5.700697 2.532689 -3.605182 0.0 0.0 0.0
C -5.312238 2.486984 -2.127641 0.0 0.0 0.1
C -3.831797 2.485880 -1.936346 0.0 0.0 0.0
N -3.128652 1.423750 -1.783442 0.0 -0.1 0.0
N -1.785119 1.679034 -1.689339 0.2 0.2 0.1
C -1.483058 2.948973 -1.764503 -0.3 0.0 0.1
N -0.217728 3.420083 -1.701779 0.1 0.0 -0.1
S -2.875955 3.950034 -1.966300 0.1 -0.1 0.0
H -6.784059 2.518330 -3.712737 0.0 0.0 0.0
H -5.292310 1.672601 -4.135410 0.0 0.0 0.0
H -5.328825 3.438574 -4.086076 0.0 0.0 0.0
H -5.689830 1.580553 -1.654848 0.0 0.0 0.0
H -5.748176 3.332182 -1.591740 0.0 0.0 0.0
H 0.468554 2.843013 -1.238260 0.0 0.0 0.0
H -0.072962 4.410542 -1.610480 0.0 0.0 0.0
C 1.361735 -0.443047 -0.862970 -0.1 -0.2 0.2
C 2.264036 -0.971169 -0.248691 0.0 0.3 0.0
C 3.328085 -1.452584 0.579217 0.0 0.0 0.1
C 3.572158 -0.835781 1.810652 0.0 -0.1 -0.1
C 4.578785 -1.316534 2.629897 0.0 0.0 0.0
C 5.343062 -2.406732 2.235685 0.0 0.0 0.0
C 5.099523 -3.023793 1.016058 0.0 0.0 0.0
C 4.096394 -2.550069 0.187167 0.0 0.0 0.0
H 2.968301 0.003440 2.124155 0.0 0.0 0.0
H 4.764086 -0.835405 3.581320 0.0 0.0 0.0
H 6.131767 -2.775000 2.878643 0.0 0.0 0.0
H 5.697245 -3.872170 0.709782 0.0 0.0 0.0
H 3.903689 -3.021917 -0.767679 0.0 0.0 0.0
```
Forces are in eV/Å.

=====

DFT (ωB97M-V with the def2-TZVPD basis set) results for an isolated molecule of C5H6O2.

**Total charge**: 0
**E**: -9372.390 eV
**HOMO**: -0.339 Ha
**Multiplicity**: 1
**Lowest unoccupied orbital energy**: -0.2 eV
**Orbital gap**: 0.3313 Eh

The geometry in XYZ format:
```
13
Properties=species:S:1:pos:R:3:forces:R:3
C 0.663318 0.558940 -1.733117 0.0 -0.1 0.0
C 0.790991 0.294207 -0.233078 -0.1 -0.3 0.0
O -0.170993 1.175735 0.453675 -0.2 -0.5 0.3
C -0.969724 0.423802 1.236704 -0.3 -0.3 0.4
O -1.864182 0.834903 1.925120 0.3 0.0 -0.2
C -0.511068 -0.996320 1.054910 -0.9 -1.1 0.9
C 0.558201 -1.159507 0.167437 -0.7 0.1 0.6
H 0.774598 1.629179 -1.939453 0.0 -0.2 0.1
H 1.428429 0.010076 -2.288137 -0.1 0.0 0.2
H -0.322495 0.243362 -2.085299 0.1 0.0 0.0
H 1.785142 0.614373 0.115665 -0.2 -0.3 0.0
H -0.755755 -1.765615 2.027073 1.6 1.4 -0.5
H -1.406464 -1.863137 1.298498 0.6 1.2 -1.7
```
Forces are in eV/Å.

=====

DFT (ωB97M-V with the def2-TZVPD basis set) results for C7H10N5O7Pd as an isolated structure.

**Total charge**: -1
**E**: -32683.296 eV
**HOMO (alpha / beta)**: -0.133 / -0.178 Ha
**Multiplicity**: 3
**Lowest unoccupied orbital energy (alpha / beta)**: 2.6 / 2.6 eV
**Orbital gap (alpha / beta)**: 0.2281 / 0.2733 Eh

The geometry in XYZ format:
```
30
Properties=species:S:1:pos:R:3:forces:R:3
Pd -1.072862 0.822066 -0.776895 0.0 0.4 -0.1
C 2.659865 -0.666256 0.763652 0.0 0.0 0.0
C 2.008466 0.701296 0.937519 0.0 0.0 -0.1
C 2.972413 1.686203 1.583470 0.0 0.0 0.0
O 1.662661 1.241359 -0.345736 0.2 0.0 -0.1
C 0.761706 0.500531 1.848656 -0.1 -0.1 0.1
O 1.022058 0.223447 3.027836 0.0 0.0 0.0
O -0.386687 0.571956 1.330182 0.1 -0.1 -0.2
H 3.563540 -0.585550 0.150503 0.0 0.0 0.0
H 1.962325 -1.363429 0.287355 0.0 0.0 0.0
H 2.923483 -1.071270 1.739060 0.0 0.0 0.0
H 3.915451 1.705355 1.030054 0.0 0.0 0.0
H 3.151761 1.402402 2.617725 0.0 0.0 0.0
H 2.537808 2.686163 1.561762 0.0 0.0 0.0
H 1.771181 0.558654 -1.013531 -0.1 0.0 0.1
O -4.840866 2.982945 -0.715207 0.1 0.1 0.1
C -3.837356 2.436954 -1.046454 0.2 0.0 -0.2
O -3.341269 1.453720 -1.542917 0.0 -0.2 -0.1
C -2.068416 3.773370 -0.809778 -0.1 -0.2 0.1
O -2.437174 4.846866 -0.460371 -0.1 0.1 0.0
O -1.112558 3.094415 -1.121878 0.0 0.0 0.1
N -2.519648 -4.243559 -0.668924 0.1 0.0 -0.1
N -1.636490 -3.216629 -0.979693 0.0 -0.2 0.1
N -0.432736 -3.440619 -1.441553 0.1 0.0 -0.1
C 0.002169 -2.196905 -1.612986 0.0 0.1 0.0
N -0.922161 -1.290196 -1.274599 -0.4 -0.3 0.3
N -1.975384 -1.975083 -0.864088 0.1 0.2 0.0
H -2.027081 -4.878496 -0.049533 0.0 0.0 0.0
H -3.286168 -3.803495 -0.169858 0.0 0.0 0.0
H 0.981980 -1.956225 -1.983774 0.0 0.0 0.0
```
Forces are in eV/Å.

=====

DFT (ωB97M-V with the def2-TZVPD basis set) results for C4H8CsO as an isolated structure.

**Total charge**: +1
**E**: -6867.109 eV
**HOMO**: -0.501 Ha
**Multiplicity**: 1
**Lowest unoccupied orbital energy**: -3.6 eV
**Orbital gap**: 0.3667 Eh

The geometry in XYZ format:
```
14
Properties=species:S:1:pos:R:3:forces:R:3
Cs 4.404200 18.220270 0.311730 0.0 -0.1 0.0
C 0.085820 19.093740 -1.763710 1.4 -1.0 0.6
C 1.255780 20.108290 -2.192570 -1.2 0.0 0.1
C 2.417300 19.182040 -2.580750 -1.4 0.5 0.0
O 2.252860 18.125170 -1.673170 0.5 -1.7 1.1
C 0.855760 17.719590 -1.583940 0.2 1.8 -1.5
H -0.813840 19.019880 -2.374670 0.4 0.2 -0.3
H -0.243270 19.094880 -0.724580 -0.3 1.8 -0.1
H 1.476020 20.776990 -1.360440 0.3 -0.3 0.2
H 1.004200 20.801740 -2.995020 -0.3 -0.3 -0.2
H 3.424750 19.591230 -2.505160 0.0 0.1 0.3
H 2.311990 18.845970 -3.612290 -0.1 -0.2 -0.1
H 0.628790 17.361080 -0.579920 0.5 -0.5 -0.3
H 0.629440 17.030990 -2.398010 0.1 -0.3 0.3
```
Forces are in eV/Å.